#one
The following is a quantum chemistry calculation of C3H7ClN2 as an isolated structure, from the OMol25 dataset.

The value obtained for the HOMO-LUMO gap is 10.27 eV. The calculation puts the LUMO energy at 0.84 eV. Its total charge is 0.

Cartesian coordinates (Å):
C 0.278 0.668 0.527
C -0.426 -0.368 -0.317
C 0.986 -0.413 -0.151
H -0.752 -0.077 2.256
H 0.438 1.216 2.439
H 0.333 1.439 -0.223
H -0.971 -1.033 0.216
H -0.431 -0.952 -2.147
H -1.217 0.811 -1.768
H 1.217 -1.547 0.146
N -0.300 0.850 1.833
N -1.319 -0.256 -1.463
Cl 2.162 -0.338 -1.348

#two
The following is a quantum chemistry calculation of one molecule with the formula C3H7ClN2, from the OMol25 dataset.

The value obtained for the HOMO-LUMO gap is 9.81 eV. The calculation puts the LUMO energy at 0.94 eV. Its structure (SMILES) is C/C(CCl)=N/N. Its total charge is 0.

Cartesian coordinates (Å):
C 1.815 0.691 0.976
C 0.398 0.608 0.513
C -0.406 -0.675 0.631
Cl -0.112 -1.713 -0.779
N -0.172 1.652 0.083
N -1.396 1.488 -0.488
H 1.938 0.578 2.087
H 2.428 -0.163 0.533
H 2.261 1.626 0.738
H -0.094 -1.201 1.560
H -1.432 -0.359 0.606
H -1.484 0.637 -1.104
H -1.569 2.284 -1.074

It turns out #two is the most stable, with the second structure 3.509 eV higher.

#one
The following is a quantum chemistry calculation of a 2-piece molecular cluster, C4H12O overall, from the OMol25 dataset.

The value obtained for the HOMO-LUMO gap is 11.24 eV. The calculation puts the LUMO energy at 1.04 eV. Its structure (SMILES) is CCO.CC. Its total charge is 0.

Cartesian coordinates (Å):
C 1.040 2.056 0.327
C 0.338 1.636 -0.943
O 0.868 0.442 -1.481
H 0.669 3.026 0.698
H 2.098 2.173 0.103
H 0.882 1.316 1.109
H -0.738 1.520 -0.750
H 0.430 2.401 -1.715
H 1.260 -0.149 -0.823
C -1.344 -1.803 -0.165
C -0.347 -1.767 0.994
H -1.917 -2.721 -0.039
H -2.032 -0.958 -0.066
H -0.910 -1.841 -1.160
H 0.490 -1.066 0.899
H 0.115 -2.756 1.124
H -0.901 -1.508 1.889

#two
The following is a quantum chemistry calculation of a 2-piece molecular cluster, C4H12O overall, from the OMol25 dataset.

The value obtained for the HOMO-LUMO gap is 11.60 eV. The calculation puts the LUMO energy at 0.92 eV. Its structure (SMILES) is CC(C)C.O. Its total charge is 0.

Cartesian coordinates (Å):
C -0.074 1.321 0.383
C 0.221 0.918 -1.065
C 0.687 -0.538 -1.174
C 1.125 1.946 -1.749
H -0.387 2.380 0.501
H 0.679 1.120 1.145
H -0.953 0.764 0.740
H -0.693 0.944 -1.724
H 0.630 -0.773 -2.241
H 1.717 -0.595 -0.824
H 0.133 -1.190 -0.516
H 2.036 1.954 -1.121
H 0.894 3.032 -1.631
H 1.544 1.969 -2.760
O -2.312 -4.161 4.257
H -2.278 -5.123 4.206
H -2.968 -3.970 3.572

It turns out #one is the most stable, with the second structure 0.106 eV higher.

#one
The following is a quantum chemistry calculation of a 2-piece molecular cluster, C4H12O overall, from the OMol25 dataset.

The value obtained for the HOMO-LUMO gap is 11.34 eV. The calculation puts the LUMO energy at 0.91 eV. Its structure (SMILES) is CCC.CO. Its total charge is 0.

Cartesian coordinates (Å):
C -0.826 -2.143 -0.323
C 0.662 -1.992 -0.114
C 1.074 -0.602 -0.672
H -1.328 -1.411 0.323
H -1.258 -3.085 0.026
H -1.130 -1.922 -1.341
H 1.045 -2.012 0.914
H 1.406 -2.712 -0.483
H 0.530 -0.376 -1.579
H 0.763 0.110 0.084
H 2.127 -0.496 -0.939
C -0.562 2.677 0.371
O -0.116 3.372 1.498
H -1.645 2.700 0.196
H -0.133 3.214 -0.482
H -0.152 1.674 0.215
H -0.459 3.004 2.306

#two
The following is a quantum chemistry calculation of a 2-piece molecular cluster, C4H12O overall, from the OMol25 dataset.

The value obtained for the HOMO-LUMO gap is 11.23 eV. The calculation puts the LUMO energy at 0.98 eV. Its structure (SMILES) is CCO.CC. Its total charge is 0.

Cartesian coordinates (Å):
C 0.896 0.844 1.843
C 1.819 -0.225 1.278
O 2.440 0.148 0.037
H 1.262 1.876 1.674
H 0.865 0.813 2.932
H -0.121 0.878 1.452
H 2.676 -0.405 1.899
H 1.173 -1.079 1.144
H 1.804 0.629 -0.520
C -0.908 -0.616 -1.183
C -2.307 -0.282 -1.739
H -0.347 0.295 -1.003
H -0.992 -1.142 -0.238
H -0.365 -1.233 -1.897
H -2.949 -1.159 -1.796
H -2.171 0.143 -2.730
H -2.773 0.516 -1.153

It turns out #two is the most stable, with the second structure 0.453 eV higher.

#one
The following is a quantum chemistry calculation of one molecule with the formula C4H4O4, from the OMol25 dataset.

The value obtained for the HOMO-LUMO gap is 10.17 eV. The calculation puts the LUMO energy at -0.68 eV. Its structure (SMILES) is O=C[C@@H]1O[C@@H]1C(=O)O. Its total charge is 0.

Cartesian coordinates (Å):
O -1.838 1.428 0.218
C -1.627 0.312 -0.351
C -0.757 -0.820 -0.030
O -0.209 -0.874 1.086
C 0.702 -0.666 0.099
C 1.581 0.479 0.002
O 2.878 0.243 -0.216
O 1.130 1.634 0.504
H -2.361 0.173 -1.252
H -1.062 -1.815 -0.595
H 1.329 -1.599 -0.116
H 0.233 1.506 0.653

#two
The following is a quantum chemistry calculation of one molecule with the formula C4H4O4, from the OMol25 dataset.

The value obtained for the HOMO-LUMO gap is 11.40 eV. The calculation puts the LUMO energy at 0.45 eV. Its structure (SMILES) is O=C1COC(=O)CO1. Its total charge is 0.

Cartesian coordinates (Å):
O -2.629 0.013 -0.266
C -1.484 -0.022 0.000
C -0.551 1.195 0.411
O 0.763 1.156 -0.273
C 1.412 -0.006 -0.131
O 2.640 -0.028 -0.154
C 0.613 -1.155 0.296
O -0.793 -1.161 -0.103
H -0.992 2.165 0.159
H -0.426 1.236 1.468
H 0.672 -1.260 1.432
H 0.962 -2.061 -0.145

#three
The following is a quantum chemistry calculation of one molecule with the formula C4H4O4, from the OMol25 dataset.

The value obtained for the HOMO-LUMO gap is 11.08 eV. The calculation puts the LUMO energy at 0.76 eV. Its structure (SMILES) is O=C1O[C@H]2CO[C@@H]1O2. Its total charge is 0.

Cartesian coordinates (Å):
O -0.604 -1.486 -1.713
C -0.387 -0.811 -0.747
O 0.194 -1.229 0.422
C 0.188 -0.081 1.265
C 1.299 0.842 0.720
O 0.684 1.255 -0.521
C -0.593 0.688 -0.508
O -0.984 0.624 0.890
H 0.210 -0.346 2.310
H 2.202 0.268 0.486
H 1.515 1.706 1.344
H -1.284 1.233 -1.136

#four
The following is a quantum chemistry calculation of one molecule with the formula C4H4O4, from the OMol25 dataset.

The value obtained for the HOMO-LUMO gap (alpha / beta) is 8.46 / 8.46 eV. The calculation puts the LUMO energy (alpha / beta) at -1.03 / -1.03 eV. Its structure (SMILES) is C=COC(=O)C(=O)O. Its total charge is 0.

Cartesian coordinates (Å):
C -0.455 -0.334 1.875
C -0.128 -0.804 0.650
O -1.284 -0.899 -0.401
C -0.983 -0.008 -1.295
O -1.477 0.410 -2.299
C 0.548 0.668 -0.637
O 0.590 1.813 -0.248
O 1.580 0.082 -1.298
H -1.484 -0.104 2.125
H 0.310 0.032 2.548
H 0.525 -1.628 0.393
H 2.257 0.773 -1.413

It turns out #two is the most stable, with the second structure 0.317 eV higher.